# 1
C14H32IrN3O8P2Sb | ωB97M-V with the def2-TZVPD basis set

The geometry in ORCA input format:
```
! wB97M-V def2-TZVPD RIJCOSX def2/J DEFGRID3
* xyz 1 1
H 1.39 -3.95 -0.66
P 0.61 1.07 3.02
H -4.34 0.60 2.40
H 3.50 1.72 3.57
H 3.03 0.20 4.34
H -1.63 -2.00 -1.37
O 2.48 0.08 -0.30
H -0.81 0.76 -5.34
O 0.11 -1.09 0.53
O 4.20 1.59 0.77
H 1.80 -3.27 0.90
C -3.80 2.07 -0.50
C -0.64 -2.47 -1.37
H 2.79 -1.50 1.93
O 1.79 2.40 0.44
P 2.65 1.19 0.68
C -3.92 -1.10 -0.39
C -0.55 2.68 -0.47
H 2.07 -2.31 -0.58
H 4.26 0.22 3.05
H -2.86 1.55 2.76
H -3.57 2.16 -1.56
H 1.85 0.75 -5.97
N 0.03 0.54 -2.18
H 1.52 -1.33 3.02
C 1.15 0.89 -2.80
H -4.86 1.86 -0.39
H -2.84 -0.21 2.94
H 4.33 2.54 0.90
Sb -2.70 0.47 0.35
N 1.95 -0.98 2.16
H 0.84 2.56 4.54
H -0.76 -3.50 -1.69
H -3.57 3.01 0.00
H -0.95 -4.25 0.71
O 0.21 0.11 4.07
C -0.95 0.46 -3.14
N 0.94 1.00 -4.11
C -3.25 0.62 2.37
H 1.77 2.43 -5.40
C 3.32 0.66 3.39
C 0.00 -2.42 0.01
O 0.90 2.54 3.58
H 2.10 1.00 -2.31
C 1.93 1.40 -5.10
O -0.77 3.76 -0.70
C -0.39 0.75 -4.35
H -3.68 -2.06 0.06
H -3.84 -1.18 -1.47
H -4.93 -0.81 -0.12
H -0.37 -3.19 2.00
H 1.18 -1.08 1.34
C 1.40 -3.02 -0.09
H -1.96 0.17 -2.91
C 2.23 0.48 2.35
Ir -0.21 0.85 -0.16
O -0.39 1.26 1.86
C -0.84 -3.21 1.01
H -0.01 -1.96 -2.10
H -1.84 -2.78 1.12
H 2.92 1.29 -4.67
*
```

Calculated values
E_HOMO = -11.96 eV
energy above the lowest of the compared OMol25 structures with the same formula, charge and spin = 0.000 eV
frontier orbital gap = 8.29 eV

---

# 2
C6H23FN10O6Tl | ωB97M-V with the def2-TZVPD basis set

The geometry in ORCA input format:
```
! wB97M-V def2-TZVPD RIJCOSX def2/J DEFGRID3
* xyz 0 2
H -1.70 0.49 6.23
N 1.19 -2.06 -2.62
H -3.63 -0.87 1.58
F 0.46 4.29 -0.15
H 0.06 0.73 6.01
C -2.38 1.74 -2.27
O -1.61 2.00 -1.36
H 4.17 0.12 -1.38
O 2.70 2.07 -0.70
O -0.04 0.45 3.53
H -2.33 0.00 3.11
N -0.85 0.42 5.70
Tl 0.34 1.54 0.81
O 1.85 -0.89 1.06
H -1.55 -1.25 -1.60
H 5.11 3.00 -2.33
N -2.03 1.55 -3.47
H 0.20 -3.35 2.06
H 1.93 -3.95 1.24
N -2.17 0.22 4.08
C -3.01 -0.91 0.69
H 0.99 -2.76 -3.31
C 3.77 2.09 -1.31
O 0.58 -0.13 -1.55
H 2.12 -1.88 -2.28
H 3.18 -2.94 0.63
H -1.02 -2.49 -2.77
N 0.50 -2.42 1.79
N 4.41 1.02 -1.78
H 3.92 4.11 -1.56
H 5.18 1.12 -2.42
H -1.06 1.52 -3.73
H -3.93 1.72 -1.22
H -4.22 1.44 -2.99
C 0.36 -1.20 -2.14
N 2.36 -3.04 1.20
H -2.97 0.07 4.68
H -0.27 -1.80 1.59
H -3.10 -1.95 0.39
N 4.33 3.20 -1.72
H -3.52 -0.16 0.08
C 1.62 -2.03 1.41
C -0.95 0.49 4.37
N -0.89 -1.63 -2.26
N -3.64 1.56 -2.17
O -1.73 -0.55 1.01
H -2.71 1.31 -4.18
*
```

Calculated values
E_HOMO (alpha / beta) = -7.24 / -6.37 eV
expectation value of S² = 0.769
frontier orbital gap (alpha / beta) = 7.76 / 3.94 eV

---

# 3
C27H43AsN6PPdSb | ωB97M-V with the def2-TZVPD basis set

The geometry in ORCA input format:
```
! wB97M-V def2-TZVPD RIJCOSX def2/J DEFGRID3
* xyz 0 1
H -2.24 -0.08 2.30
H 1.70 -4.26 -2.74
H 2.10 -4.12 2.23
H 7.09 -1.82 0.38
H 1.97 2.56 0.90
Sb -1.93 -2.08 -0.13
H -2.21 2.48 1.18
H 1.04 -2.25 -4.20
H 0.20 3.89 -1.79
H 2.21 -3.95 -1.07
H -1.41 4.62 2.13
C 0.58 -1.67 3.50
H -2.31 0.18 -2.30
H 0.05 -2.25 4.24
H -3.56 0.38 1.25
C 0.80 -0.32 3.38
C 1.70 -1.22 1.66
H -1.40 7.08 1.96
H -4.10 -4.43 -1.03
H 0.65 2.81 2.04
H -2.64 2.35 -0.51
C 6.09 0.57 0.39
H -3.92 -0.20 2.87
C 1.39 -1.67 -3.36
C -2.27 6.32 -1.22
N 2.03 -0.07 -1.93
C -2.12 -4.24 -0.15
H 5.58 -2.64 0.83
H 5.28 2.61 0.58
N 1.17 -2.24 2.42
C -2.28 4.93 -1.12
H -2.85 -2.29 -2.64
N 3.89 0.99 0.50
C 1.59 -0.33 -3.20
C 1.52 -3.66 -1.86
H -2.53 4.33 -1.98
C 2.06 -1.25 -1.31
H 1.46 0.46 -3.92
H -4.11 -4.43 0.73
H -4.23 -2.13 -1.56
C -1.96 4.30 0.08
H -3.92 -0.05 -3.03
C -3.24 -1.72 -1.80
H -2.52 6.79 -2.16
N 1.71 -2.26 -2.17
H 0.39 -4.14 2.70
H -1.58 -4.61 0.72
C -3.32 -1.77 1.47
C 5.14 1.55 0.50
H -1.95 8.18 -0.19
H 5.91 -2.27 -0.87
C -3.26 -0.34 2.01
H 0.93 4.03 0.77
H -0.35 2.43 -2.66
H 0.50 -3.83 -1.51
C 0.29 2.80 -1.86
Pd -0.01 -0.49 -0.05
H 7.16 0.61 0.35
H -1.58 -4.61 -1.03
H 1.32 2.52 -2.07
P 2.84 -1.63 0.30
C -1.65 5.10 1.19
C 6.03 -1.91 0.15
As -0.19 1.95 -0.18
C 4.07 -0.31 0.40
N 5.41 -0.61 0.33
H 0.49 0.46 4.06
H -4.32 -2.02 1.11
C 1.13 -3.65 2.08
C -3.31 -0.23 -2.14
H 0.84 -3.76 1.03
C -1.64 6.48 1.09
C -3.56 -4.77 -0.15
H -3.76 0.34 -1.32
C -1.95 7.10 -0.12
H -3.07 -2.49 2.26
H -3.59 -5.86 -0.15
C -1.94 2.81 0.18
N 1.51 -0.05 2.25
C 0.96 2.97 1.01
*
```

Calculated values
E_HOMO = -6.64 eV
energy above the lowest of the compared OMol25 structures with the same formula, charge and spin = 0.032 eV
frontier orbital gap = 7.20 eV

---

# 4
C6H9Cl | ωB97M-V with the def2-TZVPD basis set

The geometry in ORCA input format:
```
! wB97M-V def2-TZVPD RIJCOSX def2/J DEFGRID3
* xyz 0 1
H 4.07 0.15 1.39
H -0.01 -1.56 -0.47
H -1.60 -2.51 0.12
C -2.11 0.65 -0.13
C -2.35 2.06 0.15
H -2.70 2.17 1.27
C 3.40 -0.50 0.83
H 1.69 -0.81 -0.47
C -1.06 -1.72 -0.51
H -1.46 2.57 0.01
H -3.19 2.43 -0.60
C 2.52 -0.15 -0.11
H -1.40 -2.19 -1.40
Cl 2.56 1.31 -1.01
C -1.71 -0.43 -0.34
H 3.35 -1.47 1.27
*
```

Calculated values
E_HOMO = -9.32 eV
energy above the lowest of the compared OMol25 structures with the same formula, charge and spin = 2.471 eV
structure (SMILES) = C=CCl.CC#CC
frontier orbital gap = 10.22 eV

---

# 5
C5H8N2O | ωB97M-V with the def2-TZVPD basis set

The geometry in ORCA input format:
```
! wB97M-V def2-TZVPD RIJCOSX def2/J DEFGRID3
* xyz 0 1
C 2.10 0.65 -0.26
H 2.87 0.88 -0.97
H 2.35 0.77 0.78
N -1.33 -0.87 -0.34
H -2.48 -0.80 -1.94
H -2.33 0.68 -1.35
H 0.73 -1.95 1.11
H -0.61 -1.35 2.10
H 0.61 0.29 -1.71
C -0.29 -0.29 0.27
C 0.23 -1.06 1.47
C 0.87 0.34 -0.66
C -0.63 1.22 0.63
N -1.83 -0.21 -1.45
H 0.92 -0.46 2.07
O -1.19 2.16 0.25
*
```

Calculated values
E_HOMO (alpha / beta) = -7.77 / -7.17 eV
energy above the lowest of the compared OMol25 structures with the same formula, charge and spin = 5.008 eV
frontier orbital gap (alpha / beta) = 7.99 / 7.19 eV

---

# 6
C20H31N3O | ωB97M-V with the def2-TZVPD basis set

The geometry in ORCA input format:
```
! wB97M-V def2-TZVPD RIJCOSX def2/J DEFGRID3
* xyz 0 1
H 4.77 -1.19 1.17
C 5.20 1.08 -1.13
H 2.80 -0.76 -2.44
C -3.83 2.46 -0.22
H -4.86 1.66 -1.95
H -2.14 -4.44 -0.83
H -4.74 2.37 1.74
H -5.66 3.32 0.56
H 5.96 -0.93 -0.83
N 5.95 1.75 1.24
H -4.85 3.43 -1.86
H -3.39 2.56 -2.34
H -1.12 -3.07 -1.29
H 0.65 0.53 2.36
H -1.31 2.54 0.64
H -4.04 -4.04 0.89
C -2.45 -1.10 0.06
H 0.90 1.79 1.13
H 2.11 -1.92 -1.29
H 5.96 1.43 -1.83
H -4.50 -2.39 1.30
H 0.78 0.10 -1.23
C 5.07 -0.47 -1.28
C -3.33 -0.04 -0.17
C 3.79 -1.22 0.70
N 3.93 -1.13 -0.73
H -2.99 -3.06 1.92
H -5.66 1.55 0.48
O -4.61 -0.25 -0.61
H 2.19 1.13 -0.92
H 2.75 -0.35 2.37
C 1.76 0.12 -0.76
H 3.37 0.86 1.22
C -1.18 -0.82 0.54
C -0.75 0.48 0.76
H 3.33 -2.19 0.92
N 1.60 -0.16 0.66
C 2.65 -0.96 -1.38
C 5.61 1.46 0.19
C -5.05 2.42 0.70
H -1.12 -3.66 0.37
C 0.63 0.73 1.28
H -3.27 3.37 0.01
C -1.63 1.52 0.49
H -0.48 -1.62 0.75
H -4.77 -1.20 -0.68
H 4.25 1.56 -1.37
H 5.09 -0.69 -2.35
H -3.57 -2.56 -1.04
C 2.89 -0.13 1.31
C -2.92 1.29 0.03
C -2.90 -2.53 -0.17
C -3.66 -3.04 1.06
C -1.74 -3.48 -0.50
C -4.26 2.53 -1.69
*
```

Calculated values
E_HOMO = -8.18 eV
energy above the lowest of the compared OMol25 structures with the same formula, charge and spin = 1.259 eV
structure (SMILES) = CC(C)c1cc(CN2CCN(CCC#N)CC2)cc(C(C)C)c1O
frontier orbital gap = 8.88 eV